{
  "formula": "C5H13N",
  "method": "ωB97M-V/def2-TZVPD",
  "orbital_gap_ev": 5.9,
  "homo_energy_ev": -6.35,
  "mol_weight_g_mol": 87.17,
  "lumo_ev": -0.474,
  "e_tot_ev": -6878.5913,
  "elements": ["N", "C", "C", "C", "C", "C", "H", "H", "H", "H", "H", "H", "H", "H", "H", "H", "H", "H", "H"],
  "xyz": [[-1.90756, -0.31416, 0.50523], [-2.81397, 0.47160, -0.24839], [1.69234, -1.51509, 0.68441], [0.72273, 0.85868, 0.24259], [1.14025, 0.46333, -1.16100], [1.87329, 0.04185, 0.59064], [-2.93970, 1.61848, 0.16476], [-3.87918, 0.09073, 0.09310], [0.64399, 1.81399, 0.71913], [-0.58081, 0.18415, 0.50343], [0.23163, 0.01596, -1.51397], [-2.21041, -0.10768, 1.50905], [0.64724, -1.67580, 0.99752], [2.37601, -1.92850, 1.43279], [1.83273, -0.30389, -1.55787], [-2.75625, 0.52180, -1.36713], [2.79308, 0.59215, 0.65498], [1.84286, -2.08913, -0.29425], [1.29174, 1.26154, -1.95501]],
  "atomic_forces_ev_per_a": [[2.655, 0.470, 1.854], [-3.410, 2.430, 1.460], [0.145, 0.642, -0.996], [1.096, -2.405, 3.392], [-1.497, 0.264, -4.496], [-2.376, -0.199, -0.745], [0.600, -1.978, -1.263], [1.485, 0.593, -1.354], [0.861, 1.139, -0.914], [-1.875, -0.194, -0.516], [-0.798, -0.646, -0.605], [0.784, -0.670, -1.579], [0.450, -0.002, -0.162], [-0.052, 0.143, -0.151], [0.552, 0.407, 1.077], [0.257, -0.387, 1.049], [0.889, -0.384, 0.947], [0.006, 0.922, 1.325], [0.228, -0.144, 1.674]],
  "nbo_charge": [-0.931, -0.405, -0.691, -0.524, -0.677, 0.149, 0.117, 0.169, 0.230, 0.337, 0.251, 0.324, 0.263, 0.236, 0.266, 0.181, 0.201, 0.238, 0.266]
}

***

{
  "formula": "C5H13N",
  "method": "ωB97M-V/def2-TZVPD",
  "orbital_gap_ev": 9.9,
  "smiles": "CNCC(C)C",
  "homo_energy_ev": -8.81,
  "mol_weight_g_mol": 87.17,
  "lumo_ev": 1.097,
  "e_tot_ev": -6883.1034,
  "elements": ["N", "C", "C", "C", "C", "C", "H", "H", "H", "H", "H", "H", "H", "H", "H", "H", "H", "H", "H"],
  "xyz": [[-0.86613, -1.37667, -0.17183], [-1.11967, -1.76430, -1.60347], [0.99371, 1.82152, -0.12370], [0.67185, 0.21424, 2.09022], [0.77841, 0.44338, 0.53108], [-0.66950, 0.04441, -0.07577], [-1.38528, 0.64551, 0.60726], [1.47548, 1.84597, -1.04732], [-0.43369, -0.23197, 2.15591], [-0.81275, 0.54434, -1.10008], [0.58167, 1.31409, 2.64384], [1.57194, 2.40654, 0.55726], [-0.08493, -1.97883, -0.09384], [-1.17445, -2.89266, -1.90531], [0.05656, 2.25468, -0.36451], [-2.10259, -1.37166, -2.07814], [-0.44780, -1.33585, -2.31074], [1.57032, -0.37218, 2.50129], [1.39685, -0.21058, -0.21215]],
  "atomic_forces_ev_per_a": [[-2.036, -1.186, -2.516], [-3.177, -0.815, -1.517], [-0.002, -0.188, 2.449], [-0.925, 1.790, -0.212], [-1.609, -1.385, -3.774], [0.904, 2.150, 0.312], [0.458, -1.402, -0.907], [1.205, -0.661, -1.495], [2.894, 0.366, 0.782], [0.385, -0.838, 1.248], [0.469, -2.845, -1.372], [0.253, 1.005, 0.339], [1.499, 0.256, 1.499], [0.307, 1.782, 1.436], [-1.014, 0.952, 0.444], [1.052, -0.476, 1.440], [1.328, 0.454, -0.299], [-1.809, 0.754, -0.333], [-0.180, 0.287, 2.475]],
  "nbo_charge": [-0.647, -0.438, -0.609, -0.642, -0.238, -0.208, 0.178, 0.209, 0.237, 0.179, 0.214, 0.204, 0.364, 0.207, 0.198, 0.189, 0.167, 0.233, 0.200]
}

***

{
  "formula": "C5H13N2",
  "method": "ωB97M-V/def2-TZVPD",
  "orbital_gap_ev": 10.3,
  "smiles": "C=NCC[C@@H](C)[NH3+]",
  "homo_energy_ev": -13.34,
  "mol_weight_g_mol": 101.17,
  "lumo_ev": -3.012,
  "e_tot_ev": -8367.9374,
  "charge": 1,
  "elements": ["N", "N", "C", "C", "C", "C", "C", "H", "H", "H", "H", "H", "H", "H", "H", "H", "H", "H", "H", "H"],
  "xyz": [[-1.40794, -0.23093, 0.92645], [-0.24655, -0.04682, -1.56075], [0.84133, 0.63764, -0.66809], [1.01286, 0.03513, 0.69418], [-0.21499, 0.16531, 1.61038], [2.14248, 0.46480, -1.53606], [-2.39844, -0.99144, 1.02032], [-3.08994, -1.04168, 0.18354], [-0.83709, -0.38132, -0.74755], [0.61195, 1.69063, -0.78594], [-0.09658, -0.78384, -2.24571], [-2.50574, -1.54949, 1.96384], [-0.31321, 1.25218, 1.71072], [2.08731, 0.09165, -2.55923], [1.15230, -1.04551, 0.56062], [2.39495, 1.51162, -1.71156], [-0.71899, 0.72217, -2.00484], [3.02283, 0.04743, -1.04733], [-0.04951, -0.40323, 2.52893], [1.85770, 0.55966, 1.11750]],
  "atomic_forces_ev_per_a": [[0.461, 0.761, -3.204], [-0.912, 0.322, 2.176], [1.989, -1.523, -3.527], [-1.626, -0.789, -0.264], [-0.240, 0.162, 0.383], [0.564, 1.955, 0.391], [1.016, -0.141, 2.115], [-0.194, -0.250, 0.227], [-0.858, 0.253, -0.541], [-0.464, 0.018, 0.875], [0.913, 0.042, 0.224], [-0.724, -0.221, -0.397], [-0.234, -0.204, 0.893], [-0.578, -0.503, 0.283], [0.761, 0.229, 0.019], [0.659, -0.004, -0.147], [-0.582, 0.049, -0.386], [-0.376, -0.299, 0.203], [0.095, 0.472, 0.313], [0.330, -0.328, 0.365]],
  "nbo_charge": [-0.498, -0.739, -0.015, -0.425, -0.236, -0.653, 0.019, 0.191, 0.463, 0.226, 0.438, 0.171, 0.227, 0.231, 0.223, 0.233, 0.430, 0.245, 0.208, 0.260]
}

***

{
  "formula": "C5H13N2",
  "method": "ωB97M-V/def2-TZVPD",
  "orbital_gap_ev": 5.7,
  "homo_energy_ev": -13.87,
  "mol_weight_g_mol": 101.17,
  "lumo_ev": -8.135,
  "e_tot_ev": -8363.3156,
  "charge": 1,
  "elements": ["N", "N", "C", "C", "C", "C", "C", "H", "H", "H", "H", "H", "H", "H", "H", "H", "H", "H", "H", "H"],
  "xyz": [[0.46265, -1.18154, -0.92654], [1.88911, -1.86210, 1.29093], [0.63194, -1.26561, 1.48511], [-0.92048, 0.54756, 0.25750], [0.35062, -0.36481, 0.10346], [-1.39659, 1.01736, -1.07944], [-1.62491, 2.28130, -1.33117], [2.14111, -2.05201, 0.33300], [-0.22041, -1.95219, 1.53416], [-0.67627, 1.36426, 0.93129], [1.79480, 4.57187, -1.01094], [-1.50700, 3.03451, -0.56161], [-1.58011, 0.26973, -1.83780], [-1.97151, 2.54781, -2.32573], [0.62460, -0.58356, 2.33461], [-1.73169, -0.01932, 0.73097], [1.80622, 5.06258, -0.44077], [1.19778, 0.31907, 0.20709], [-0.41241, -1.73052, -1.04142], [2.37342, -2.26258, 2.07799]],
  "atomic_forces_ev_per_a": [[-0.193, -1.293, 0.730], [-0.935, 0.565, -0.382], [0.456, -1.441, 0.788], [-1.117, -1.376, 0.630], [0.323, 3.001, -0.666], [0.429, -0.237, 0.310], [-0.258, 0.477, -0.476], [0.276, -0.683, 0.332], [-0.150, 0.338, -0.504], [0.197, 0.063, -0.044], [0.004, 0.244, 0.280], [0.103, 0.164, -0.210], [0.059, -0.188, -0.129], [-0.071, 0.295, 0.288], [-0.099, 0.020, 0.039], [0.091, -0.112, 0.045], [-0.010, -0.252, -0.279], [0.419, -0.274, -0.397], [0.112, 0.368, -0.290], [0.364, 0.321, -0.063]],
  "nbo_charge": [-0.167, -0.717, -0.055, -0.409, -0.130, -0.226, -0.318, 0.418, 0.226, 0.248, -0.011, 0.210, 0.205, 0.229, 0.237, 0.230, 0.011, 0.239, 0.348, 0.431]
}